Here is C26H34CuFO3SSi as an isolated structure in a non-equilibrium geometry from the Open Molecules 2025 dataset. Energies are from wB97M-V/def2-TZVPD.

Each line ends with the Mulliken charge.
Positions of all 67 atoms, in Å:
Cu: -0.838 0.472 0.183  -0.229
O: -3.931 0.077 0.631  -0.625
S: -4.000 -0.834 -0.507  0.417
C: -5.840 -0.930 -0.878  -0.684
C: -6.086 -0.363 -2.263  -0.628
C: -5.048 0.741 -2.458  -0.712
C: -3.720 0.133 -2.058  0.381
H: -6.291 -0.316 -0.100  0.303
H: -6.163 -1.962 -0.762  0.367
H: -7.107 0.019 -2.355  0.328
H: -5.940 -1.145 -3.013  0.272
H: -5.271 1.586 -1.803  0.296
H: -5.027 1.094 -3.492  0.378
H: -2.935 0.864 -1.867  -0.450
H: -3.384 -0.596 -2.795  0.385
C: 5.130 1.947 -1.354  -1.790
C: 3.657 2.228 -1.430  0.821
C: 2.963 2.075 -2.621  -0.751
C: 1.593 2.277 -2.687  1.227
C: 0.856 2.136 -3.987  -1.939
C: 0.903 2.644 -1.533  0.907
C: 1.592 2.872 -0.344  1.242
C: 0.868 3.374 0.872  -1.622
C: 2.961 2.646 -0.305  -0.817
C: -0.609 2.774 -1.600  -0.742
O: -1.119 3.722 -2.180  -0.719
O: -1.278 1.819 -1.068  -0.542
H: 5.536 1.742 -2.343  0.334
H: 5.311 1.079 -0.719  0.261
H: 5.665 2.795 -0.926  0.486
H: 3.498 1.787 -3.517  0.233
H: 1.503 1.734 -4.765  0.371
H: 0.487 3.111 -4.305  0.465
H: -0.010 1.486 -3.876  0.316
H: 0.070 4.060 0.587  0.348
H: 1.555 3.890 1.543  0.512
H: 0.415 2.544 1.419  0.126
H: 3.494 2.797 0.626  0.401
C: -1.653 -3.362 4.528  -1.064
Si: -0.257 -2.066 4.355  0.034
C: 1.329 -3.067 3.985  -1.080
C: 0.021 -1.234 6.057  -1.017
C: -0.555 -0.914 2.948  0.339
C: -0.678 -0.264 1.924  0.178
H: -1.441 -4.084 5.313  0.295
H: -1.765 -3.913 3.599  0.317
H: -2.610 -2.903 4.750  0.335
H: 1.512 -3.842 4.725  0.418
H: 2.198 -2.419 3.961  0.302
H: 1.256 -3.550 3.016  0.312
H: 0.266 -1.960 6.829  0.286
H: -0.855 -0.687 6.390  0.316
H: 0.845 -0.529 6.002  0.293
F: 5.225 -1.980 -0.295  -0.411
C: 3.881 -1.774 -0.470  0.625
C: 3.009 -2.112 0.551  -0.789
C: 1.660 -1.920 0.361  0.168
C: 1.148 -1.368 -0.828  0.246
C: -0.266 -1.139 -1.002  -1.803
C: 2.075 -1.022 -1.825  0.032
C: 3.428 -1.233 -1.658  -0.689
H: 3.391 -2.513 1.478  0.447
H: 0.973 -2.148 1.158  -0.004
H: -0.909 -1.910 -0.589  0.691
H: -0.542 -0.893 -2.024  0.545
H: 1.720 -0.593 -2.750  0.342
H: 4.135 -0.977 -2.435  0.411

F_max ... 1.7 eV Å⁻¹
Charge ... -1
2S+1 ... 2
HOMO level (alpha / beta) ... -4.19 / -5.13 eV
Orbital gap (alpha / beta) ... 6.67 / 7.55 eV
Electronic energy ... -3664.920527 hartree